[1]
C4H7F in the gas phase, computed with ωB97M-V/def2-TZVPD.

Each line ends with the Löwdin charge.
Atoms and positions in Å:
C  -2.5001  -0.1881  -0.0723  -0.1214
C  -1.1322  0.3779  -0.1349  -0.1794
C  0.0108  -0.2055  0.2960  -0.1123
C  1.3462  0.4199  0.2736  -0.2485
H  -2.4356  -1.2475  0.3884  0.1031
H  -3.1665  0.3974  0.5347  0.0586
H  -2.9301  -0.3117  -1.0941  0.0831
H  -0.9701  1.3861  -0.6816  0.1298
H  -0.0888  -1.1439  0.8285  0.1045
H  1.6599  0.6240  1.2938  0.1157
H  1.2902  1.3664  -0.2404  0.1063
F  2.2548  -0.3885  -0.3559  -0.0396

The total charge is 0.

[2]
An isolated ion of composition C4H7F2N2 and charge +1, computed with ωB97M-V/def2-TZVPD.

Each line ends with the Mulliken spin population.
Atoms and positions in Å:
C  -1.0347  -0.1846  -0.2934  0.7195
C  1.1352  0.7889  1.2395  0.2792
C  0.3573  0.7996  -0.0814  0.1136
C  1.5406  0.0045  0.0392  0.3017
N  -1.9122  0.2881  -1.1349  0.1781
N  -1.0995  -1.2684  0.3800  0.1532
F  1.6236  -1.3756  0.0671  0.0628
F  2.6511  0.3876  -0.6761  0.1136
H  1.7333  1.6280  1.5611  -0.0006
H  0.8312  0.0184  1.9145  0.0344
H  0.3816  1.7446  -0.6313  -0.0001
H  -1.6243  1.0998  -1.6718  0.0000
H  -2.6930  -0.3394  -1.5270  0.0095
H  -0.1339  -1.6611  0.7760  0.0190
H  -1.7563  -1.9304  0.0385  0.0162

The total charge is +1. Its spin multiplicity is 3.

[3]
C4H7F4N in the gas phase, computed with ωB97M-V/def2-TZVPD.

Each line ends with the Löwdin charge.
Atoms and positions in Å:
C  -0.0908  1.8791  0.4388  -0.0897
C  -0.0694  0.4588  0.5935  -0.3631
C  0.7888  -0.1657  -0.6539  -0.1950
C  0.4086  -1.6235  -0.8528  -0.6066
N  -1.4776  -0.0459  0.8944  0.0635
F  2.0583  -0.0382  -0.2289  0.0505
F  1.3518  -2.2202  -1.6652  0.1108
F  -0.8091  -1.8090  -1.4031  0.1334
F  0.3496  -2.3086  0.2448  0.1895
H  -0.5950  2.0574  -0.5294  0.1028
H  -0.6662  2.2912  1.2829  0.1013
H  0.9024  2.1830  0.4012  0.0642
H  0.5055  0.2006  1.4074  0.1111
H  0.7156  0.2985  -1.7574  0.2075
H  -1.8364  -0.5458  0.0984  0.0490
H  -1.5361  -0.6118  1.7293  0.0709

The total charge is 0.

[4]
A 2-piece molecular cluster, C4H7FN2 overall, computed with ωB97M-V/def2-TZVPD.

Each line ends with the Löwdin charge.
Atoms and positions in Å:
F  2.7101  -0.9560  -0.3323  -0.1188
C  3.6822  -0.0010  -0.1067  -0.1014
H  3.2172  0.9738  0.1172  0.0782
H  4.3231  0.1112  -0.9974  0.0833
H  4.3155  -0.2932  0.7478  0.0840
N  -0.7677  1.9293  1.7123  0.0311
C  0.1415  0.9728  1.6112  -0.2177
C  -1.2374  2.1158  0.4342  -0.1802
C  -0.6064  1.2644  -0.4468  -0.1188
N  0.2706  0.5426  0.3239  0.0280
H  0.7303  0.5578  2.4293  0.1161
H  -2.0073  2.8546  0.2121  0.0929
H  -0.6995  1.1113  -1.5220  0.1061
H  0.9067  -0.1868  -0.0076  0.1173

The total charge is 0.

[5]
A 2-piece molecular cluster, C4H7FN2 overall, computed with ωB97M-V/def2-TZVPD.

Each line ends with the Mulliken spin population.
Atoms and positions in Å:
C  -1.1595  0.2342  2.8688  0.0007
C  -0.6105  0.0539  1.6726  0.0104
C  -0.8823  -1.0918  0.8363  -0.0012
C  -0.3004  -1.2544  -0.3452  0.0348
N  1.8461  1.3439  -3.0819  0.3334
N  1.9297  1.6164  -1.9256  1.4948
F  -0.5598  -2.3166  -1.1290  0.0004
H  -0.9346  1.0998  3.4662  0.0000
H  -1.8519  -0.4789  3.2879  0.0002
H  0.0809  0.7810  1.2645  -0.0018
H  -1.5790  -1.8351  1.1962  -0.0014
H  1.0702  1.6831  -3.7124  0.0779
H  0.4099  -0.5755  -0.7996  -0.0241
H  2.5412  0.7400  -3.5989  0.0761

The total charge is 0. Its spin multiplicity is 3.

[6]
C4H7FN2S in the gas phase, computed with ωB97M-V/def2-TZVPD.

Each line ends with the Löwdin charge.
Atoms and positions in Å:
C  -2.3807  0.0743  0.2596  -0.2876
C  -1.6204  0.8642  -0.7583  -0.1277
C  -1.1720  -0.0622  1.0302  -0.1422
C  2.0362  0.6792  0.0489  -0.7735
H  -3.5388  0.3271  0.5905  0.1984
H  -1.7549  1.8936  -0.3516  0.1313
H  -1.8877  0.3133  -1.7552  0.1657
H  -1.0393  -0.9343  1.9562  0.1892
H  -0.8616  1.0693  1.4783  0.1532
H  0.4341  1.9071  0.3679  0.0438
H  2.7492  1.3940  0.3130  0.0163
N  -0.3698  0.1306  -0.3140  -0.0499
N  0.7171  1.1095  -0.0024  -0.0496
F  -2.3040  -1.3431  -0.2898  -0.1240
S  2.6891  -0.7435  -0.0786  0.6568

The total charge is 0.

[7]
An isolated ion of composition C4H7FN3 and charge +1, computed with ωB97M-V/def2-TZVPD.

Each line ends with the Löwdin charge.
Atoms and positions in Å:
C  0.4725  -0.5269  -0.0007  -0.1097
C  1.8412  -0.1563  0.1904  -0.2879
C  -0.0082  -1.7781  -0.6050  0.0231
C  -1.5373  1.0062  0.0568  0.0114
N  1.9419  1.0890  0.6566  0.2111
N  0.7135  1.5530  0.6989  0.0841
N  -0.2345  0.5662  0.3599  -0.0126
F  2.7028  -1.0392  -0.0680  0.2207
H  -0.4708  -2.3772  0.1426  0.0906
H  -0.7761  -1.7146  -1.4429  0.1297
H  0.8662  -2.3580  -1.0487  0.1274
H  -2.4412  0.3090  0.1766  0.1561
H  -1.9330  1.8083  0.5604  0.0771
H  -1.6003  1.3016  -0.9496  0.1005
H  0.4632  2.3169  1.2728  0.1784

The total charge is +1.

[8]
C4H7FO in the gas phase, computed with ωB97M-V/def2-TZVPD.

Each line ends with the Löwdin charge.
Atoms and positions in Å:
C  -0.4970  -0.7925  -1.1477  -0.0373
C  -0.2467  0.2138  -0.0516  -0.5005
C  -0.1713  0.1425  1.4577  -0.0134
C  1.0721  -0.0635  0.6371  -0.1774
H  -0.6621  -1.7682  -0.7598  0.0422
H  -1.3049  -0.5370  -1.9455  0.1018
H  0.6215  -1.0421  -1.8078  0.1718
H  -0.8123  2.0456  -0.5369  0.0254
H  -0.9937  -0.4683  1.8673  0.1190
H  -0.2428  1.2896  1.7419  0.1529
H  1.7517  0.8534  0.6607  0.1755
O  -0.0704  1.5581  -0.5551  -0.0021
F  1.5559  -1.4314  0.4396  -0.0580

The total charge is 0.

[9]
C4H7FO in the gas phase, computed with ωB97M-V/def2-TZVPD.

Each line ends with the Löwdin charge.
Atoms and positions in Å:
C  -1.4348  -1.0163  0.4349  -0.0456
C  -0.6622  -0.0412  -0.3783  -0.4066
C  0.8027  0.0319  -0.1152  -0.3179
C  1.5302  1.0681  0.3281  0.1039
H  -2.4404  -0.9889  0.0034  0.0865
H  -1.5099  -0.7327  1.4911  0.0973
H  -0.9447  -1.9953  0.4285  0.0881
H  -0.7975  -0.2643  -1.4805  0.1667
H  -2.1020  1.2791  -0.4365  0.1104
H  2.5885  1.0282  0.5764  0.0706
H  1.0463  2.0354  0.3928  0.0635
O  -1.1767  1.2738  -0.0964  -0.0584
F  1.3510  -1.2008  -0.2023  0.0414

The total charge is 0.

[10]
C4H7FO2 as an isolated structure, computed with ωB97M-V/def2-TZVPD.

Each line ends with the Löwdin charge.
Atoms and positions in Å:
C  -1.7890  0.8037  0.0437  -0.2920
C  1.6341  -0.8130  0.4517  -0.0329
C  -0.7123  0.2936  -0.8262  -0.2014
C  0.7875  0.4292  0.4284  -0.2237
O  -2.7911  0.2026  0.2266  0.0781
O  -0.8259  -1.0206  -1.2715  -0.0233
F  1.4649  1.5332  -0.0200  -0.0241
H  -1.6859  1.8540  0.4282  0.1421
H  1.5786  -1.1365  1.4641  0.0735
H  1.2969  -1.5090  -0.1868  0.0257
H  2.6512  -0.6029  0.1581  0.0920
H  -0.5043  1.0302  -1.5667  0.1280
H  0.3455  0.5448  1.4530  0.1304
H  -1.4504  -1.6092  -0.7826  0.1278

The total charge is 0.

[11]
C4H7FO2 in the gas phase, computed with ωB97M-V/def2-TZVPD.

Each line ends with the Löwdin charge.
Atoms and positions in Å:
C  -1.5722  -0.4333  -0.3490  -0.1914
C  -0.5550  0.5290  0.1389  -0.2697
C  0.5143  -0.1892  1.0789  -0.1874
C  1.4655  0.4806  -0.6933  -0.2410
H  -2.2863  0.0113  -1.0685  0.1388
H  -2.0905  -0.9069  0.4717  0.1268
H  -1.0766  1.2362  0.7852  0.1505
H  0.3601  0.1263  2.0659  0.1122
H  0.4896  -1.3124  0.9383  0.1470
H  2.2306  1.0775  -1.1209  0.1291
H  1.4822  -0.6521  -1.0611  0.1716
O  1.6851  0.3172  0.6792  -0.0608
O  0.2543  1.1087  -0.8611  -0.0071
F  -0.9011  -1.3930  -1.0044  -0.0186

The total charge is 0.

[12]
C4H7FO3 in the gas phase, computed with ωB97M-V/def2-TZVPD.

Each line ends with the Löwdin charge.
Atoms and positions in Å:
C  1.0873  0.4925  -0.9077  -0.2161
C  -0.1995  0.6500  -0.1322  -0.3593
C  -0.9215  -0.6443  -0.3804  -0.2678
C  -0.4982  -0.2632  1.0920  -0.0349
H  2.3289  0.0115  0.5339  0.0594
H  0.8799  -0.6683  -1.2303  0.1542
H  1.0277  1.1514  -1.7816  0.1433
H  -0.4744  -1.4144  -0.8956  0.1074
H  -2.4175  0.2922  -1.1601  0.1282
H  -1.3723  0.3439  1.6304  0.2008
H  0.5821  -1.3500  2.3528  0.0534
O  2.1740  0.6258  -0.1444  0.0026
O  -2.2663  -0.4626  -0.5483  0.0101
O  0.8303  -0.6785  1.7551  -0.0304
F  -0.7607  1.9138  -0.1836  0.0492

The total charge is 0.

Largest force on an atom, respectively: 0.0561, 0.1848, 0.0782, 0.0260, 0.2056, 0.1496, 0.0821, 0.0972, 0.0387, 0.0894, 0.0642, 0.0991 Eh/bohr.
ΔE to the lowest compared entry with this formula, charge and spin, respectively: 3.7, 36.9, 0.0, 0.0, 0.0, 135.6, 44.8, 76.0, 18.3, 53.4, 38.6, 74.5 kcal per mole.